Entry 1:
Formula: CH3O3PS
Source: OMol25
Level of theory: ωB97M-V/def2-TZVPD

```
9
Properties=species:S:1:pos:R:3:lowdin_charge:R:1
C -1.211 0.433 0.008 -0.38
O 1.855 1.360 -0.032 -0.33
O -0.275 0.381 -1.037 -0.24
O -0.410 0.357 1.135 -0.21
P 1.982 -1.563 0.004 0.58
S 1.010 0.223 -0.016 0.51
H -1.773 1.378 -0.015 0.13
H -1.903 -0.417 -0.066 0.13
H 0.724 -2.152 0.020 -0.20
```

Properties
HOMO = -9.066 eV
Maximum force = 2.90 eV/Å
Energy above the lowest of the compared OMol25 structures with the same formula, charge and spin = 97.1 kcal per mole
Gap between HOMO and LUMO = 0.32904 Eh
Calculated total energy = -27348.6249 eV

***

Entry 2:
Formula: C2H5N3OS
Source: OMol25
Level of theory: ωB97M-V/def2-TZVPD

```
12
Properties=species:S:1:pos:R:3:lowdin_charge:R:1
C -0.008 0.052 -0.097 -0.57
C 1.115 -0.824 -0.234 -0.11
H -3.189 -0.452 -1.149 -0.02
H -1.102 -1.379 1.424 0.28
H -0.887 1.903 -0.022 0.07
H 0.824 -1.825 -0.209 0.08
H 2.002 1.305 -0.110 0.10
N -1.277 -0.523 0.078 -0.54
N 0.055 1.333 -0.165 0.10
N 2.405 -0.564 0.032 0.02
O 2.783 0.744 0.294 -0.07
S -2.723 0.229 0.157 0.67
```

Properties
HOMO = -9.795 eV
Maximum force = 6.90 eV/Å
Energy above the lowest of the compared OMol25 structures with the same formula, charge and spin = 166.2 kcal per mole
Gap between HOMO and LUMO = 0.32269 Eh
Calculated total energy = -19501.7435 eV

***

Entry 3:
Formula: C5H7ClO
Source: OMol25
Level of theory: ωB97M-V/def2-TZVPD

```
14
Properties=species:S:1:pos:R:3:lowdin_charge:R:1
C -0.757 1.398 -1.757 -0.57
C 0.041 0.759 -0.619 -0.17
C -0.035 -0.561 -0.376 -0.06
C 0.575 -1.325 0.778 -0.28
C 0.219 -0.911 2.198 -0.07
H -1.353 2.231 -1.386 0.07
H -1.360 0.636 -2.216 0.06
H 0.718 1.372 -0.012 0.11
H -0.588 -1.134 -1.141 0.11
H 0.890 -2.353 0.539 0.14
H 0.300 -1.597 3.045 0.11
H -0.503 -0.110 2.333 0.11
O 1.449 -0.523 1.546 -0.07
Cl 0.403 2.117 -2.934 0.52
```

Properties
HOMO = -9.588 eV
Maximum force = 1.94 eV/Å
Energy above the lowest of the compared OMol25 structures with the same formula, charge and spin = 35.2 kcal per mole
Gap between HOMO and LUMO = 0.38986 Eh
Calculated total energy = -19866.4257 eV

***

Entry 4:
Formula: C26H28F28I2O7S
Source: OMol25
Level of theory: ωB97M-V/def2-TZVPD

```
92
Properties=species:S:1:pos:R:3:lowdin_charge:R:1
C 3.227 -0.163 1.460 -0.02
C 3.862 1.207 1.586 -0.35
F 4.961 1.295 0.735 -0.01
C 2.940 2.396 1.354 -0.04
C 2.566 2.847 -0.067 -0.36
C 3.001 1.984 -1.255 -0.10
C 4.364 2.345 -1.862 -0.04
C 5.073 1.165 -2.498 -0.58
F 4.219 0.148 -2.800 0.10
F 6.032 0.633 -1.715 0.13
F 5.666 1.519 -3.660 0.13
O 3.124 4.195 -0.260 -0.15
S 2.199 5.088 -1.190 0.61
O 1.860 6.271 -0.480 -0.20
O 2.727 5.141 -2.506 -0.20
O 0.941 4.105 -1.203 -0.21
C 1.060 3.217 -0.079 -0.36
C 0.023 2.075 -0.134 -0.66
I -0.896 1.954 1.820 1.06
C -1.052 2.208 -1.224 -0.78
C -2.291 1.338 -1.055 -0.26
I -0.247 1.685 -3.153 0.98
H 3.938 -0.927 1.768 0.08
H 2.367 -0.218 2.131 0.09
H 2.902 -0.398 0.447 0.07
H 4.251 1.304 2.602 0.15
H 2.022 2.177 1.906 0.07
H 3.374 3.273 1.838 0.14
H 2.246 2.088 -2.030 0.03
H 2.999 0.940 -0.957 0.10
H 5.036 2.777 -1.125 0.13
H 4.228 3.079 -2.654 0.12
H 0.902 3.816 0.821 0.11
H 0.535 1.117 -0.227 0.07
H -1.338 3.253 -1.319 0.08
H -2.927 1.460 -1.929 0.05
H -2.867 1.634 -0.180 0.03
H -2.031 0.281 -0.987 0.07
C 4.401 -3.498 -2.340 -0.04
C 3.771 -4.477 -3.336 -0.44
C 2.242 -4.486 -3.436 -0.31
F 1.697 -4.885 -2.268 0.09
F 1.873 -5.361 -4.397 0.10
F 4.221 -5.728 -3.120 0.14
F 4.197 -4.074 -4.570 0.10
O 4.786 -4.053 -1.098 0.06
C 3.971 -4.032 -0.014 -0.55
C 3.748 -5.447 0.539 -0.29
F 3.136 -6.208 -0.386 0.10
F 2.950 -5.367 1.627 0.10
F 2.799 -3.417 -0.257 0.15
F 4.592 -3.329 0.969 0.13
H 5.333 -3.180 -2.805 0.15
H 3.780 -2.610 -2.217 0.14
H 1.866 -3.493 -3.694 0.17
H 4.703 -5.896 0.815 0.18
C -4.666 -2.327 -5.108 -0.04
C -4.129 -1.533 -3.910 -0.44
C -4.997 -1.508 -2.647 -0.30
F -6.167 -0.887 -2.891 0.10
F -4.341 -0.817 -1.687 0.09
F -3.814 -0.279 -4.280 0.13
F -2.979 -2.168 -3.528 0.09
O -5.292 -1.555 -6.109 0.05
C -6.640 -1.361 -6.135 -0.55
C -6.976 0.137 -6.179 -0.29
F -6.510 0.742 -5.070 0.10
F -8.317 0.281 -6.216 0.10
F -7.265 -1.970 -5.113 0.15
F -7.120 -1.900 -7.281 0.14
H -3.781 -2.743 -5.586 0.15
H -5.292 -3.155 -4.778 0.15
H -5.187 -2.522 -2.288 0.17
H -6.530 0.595 -7.063 0.18
C -1.860 2.581 6.995 -0.04
C -2.321 1.718 5.815 -0.44
C -3.806 1.346 5.739 -0.31
F -4.148 0.569 6.784 0.10
F -4.014 0.649 4.600 0.10
F -1.566 0.609 5.715 0.14
F -2.101 2.480 4.693 0.00
O -1.262 1.873 8.057 0.05
C -1.979 1.457 9.138 -0.55
C -1.803 -0.051 9.362 -0.29
F -2.264 -0.728 8.293 0.10
F -2.521 -0.417 10.445 0.10
F -3.279 1.786 9.045 0.15
F -1.483 2.075 10.235 0.14
H -1.068 3.210 6.591 0.15
H -2.666 3.231 7.336 0.15
H -4.430 2.243 5.727 0.17
H -0.749 -0.286 9.521 0.18
```

Properties
HOMO = -9.689 eV
Maximum force = 0.48 eV/Å
Gap between HOMO and LUMO = 0.35104 Eh
Calculated total energy = -144875.4592 eV